[1]
A molecular structure, C6H20B3O7PSi at a distorted geometry, computed with the ωB97M-V functional and the def2-TZVPD basis.

The total energy comes out at -1473.0524 a.u. Its frontier orbital gap is 0.39202 hartree. For the HOMO energy, the calculation gives -0.37408 Ha. Its multiplicity is 1.

Each line ends with the natural charge from an NBO analysis.
Positions of all 38 atoms, in Å:
P -3.0062 1.4443 2.7161  2.57
Si 3.1760 -1.3193 -2.0643  1.25
O -3.0438 -0.0023 3.3577  -0.82
O 0.3190 -1.5714 -1.1624  -0.89
O -1.5380 1.5447 2.1286  -0.81
O -2.9236 2.3836 3.9816  -0.81
O -4.0838 1.7409 1.7711  -1.11
O 1.0603 0.6463 -1.3005  -0.90
O -0.7785 -0.0650 -2.6662  -0.88
C 2.9848 -3.0261 -2.8569  -1.08
C -1.1941 0.6370 1.0726  -0.27
C 4.4273 -1.3282 -0.6368  -1.07
C -4.2858 -0.7247 3.3452  -0.24
C 3.8203 -0.1292 -3.3898  -1.07
C -2.9695 3.8018 3.7602  -0.25
B 0.0614 0.9215 -2.2015  0.96
B 1.3844 -0.7073 -1.4243  0.77
B -0.6875 -1.2980 -2.0542  0.96
H 4.7191 -2.3279 -0.3373  0.24
H 5.2848 -0.7267 -0.9224  0.24
H 3.3283 -3.8028 -2.1800  0.24
H -4.4312 -1.1929 2.3736  0.19
H 4.3475 0.7073 -2.9443  0.24
H 1.9599 -3.2587 -3.1310  0.24
H -2.4433 4.0796 2.8476  0.19
H 3.0317 0.2091 -4.0553  0.23
H -4.0050 4.1308 3.6975  0.19
H -5.1278 -0.0706 3.5616  0.20
H -1.0936 -0.3740 1.4682  0.19
H -0.2437 0.9531 0.6635  0.21
H -0.0080 2.0372 -2.5968  -0.10
H 3.9712 -0.8327 0.2165  0.24
H -2.4865 4.2781 4.6087  0.19
H 4.5299 -0.6993 -3.9860  0.23
H -1.4676 -2.1567 -2.2995  -0.10
H 3.5853 -3.0616 -3.7615  0.24
H -1.9564 0.6523 0.2895  0.19
H -4.2175 -1.4922 4.1113  0.19

---

[2]
A molecular structure, C16H32AsF18N6O12S4 at a distorted geometry, computed with the ωB97M-V functional and the def2-TZVPD basis.

The total energy comes out at -7486.2027 a.u. Its charge is +1. Its frontier orbital gap is 0.37208 hartree. For the HOMO energy, the calculation gives -0.46988 Ha. The energy above the lowest of the compared OMol25 structures with the same formula, charge and spin is 0.000 eV. Its multiplicity is 1.

Each line ends with the Mulliken charge.
Positions of all 89 atoms, in Å:
As 0.2002 3.9292 -1.5301  2.28
S 1.8070 0.6848 2.4650  0.94
S 0.6233 -4.5809 -0.3131  0.86
S -1.0120 -3.5514 -2.2674  1.07
S 0.3257 -0.3092 4.5395  0.92
F 0.0281 5.1755 -2.7630  -0.48
F 3.6615 2.0060 1.2917  -0.16
F -1.3182 1.6078 3.7324  -0.15
F -2.3334 -5.9429 -2.1619  -0.20
F -0.1911 1.9443 5.6353  -0.25
F 1.2301 2.9842 -2.6610  -0.52
F 0.7000 -3.3271 1.9080  -0.20
F -0.7922 -4.8106 1.7513  -0.24
F -0.8041 4.8952 -0.4853  -0.60
F 2.2114 3.1601 2.2963  -0.19
F -3.0337 -4.4052 -0.7662  -0.22
F 1.2674 -5.4138 2.1427  -0.20
F 3.7794 2.1626 3.4210  -0.22
F 0.1610 2.6890 -0.3179  -0.49
F -1.2272 3.1198 -2.1544  -0.49
F -3.5754 -4.3554 -2.8065  -0.21
F -1.9749 0.8125 5.6226  -0.26
F 1.6702 4.4911 -0.8724  -0.47
O -2.1640 4.7119 3.8558  -0.51
O 2.6289 -0.4470 2.1095  -1.04
O -0.2006 -4.2133 -3.2924  -0.70
O 0.6664 -0.9725 5.7227  -0.70
O 1.2971 -0.5612 -1.4770  0.04
O -1.6795 -2.3725 -2.7125  -0.85
O 0.1334 -5.8543 -0.7230  -0.59
O 0.6313 1.0132 1.6485  -0.01
O 2.0047 -4.2287 -0.5533  -0.79
O -3.3746 -0.2534 1.9989  -0.46
O -0.2723 -0.9487 3.4575  -0.46
O 1.0352 -1.1270 -4.4633  -0.49
N -1.5023 -0.7941 0.8551  1.68
N -1.1349 -1.2599 -5.1768  0.02
N -1.1684 3.9579 1.9487  0.33
N 1.4964 0.6866 4.0810  -0.64
N 3.1268 -1.2774 -0.3760  0.69
N -0.2515 -3.3480 -0.8323  -0.34
C 3.2534 0.7862 -1.7649  -1.08
C -1.1097 4.4944 3.2843  0.86
C 0.2928 4.7035 3.7686  -1.00
C -2.7121 -1.1736 1.7161  0.87
C -0.8939 -1.5187 -6.6340  -0.88
C 2.4742 -0.3324 -1.3076  0.41
C 0.0181 -0.5124 -4.4399  0.76
C -2.8255 -2.6600 1.9621  -0.84
C -1.8871 0.2097 -0.2356  -0.64
C -2.5503 3.5101 1.4535  -0.93
C -0.3714 0.7961 -3.8641  -0.49
C 2.9730 2.1344 2.3755  0.40
C -2.5994 -4.6576 -1.9929  0.50
C -0.8658 1.0538 4.9070  0.58
C 0.5002 -4.5844 1.4714  0.75
C 4.6474 -1.5354 -0.1407  -0.82
H -0.9585 0.4716 -0.7329  -0.10
H -2.2252 -2.7508 2.8732  0.23
H 0.0660 0.9180 -2.8619  -0.44
H -1.4506 0.7804 -3.7663  0.39
H -1.0275 -1.6891 0.4183  -0.20
H 2.6636 -2.1833 -0.5337  0.24
H -2.0162 -0.7874 -5.0793  0.43
H -2.3880 -3.2710 1.1701  -0.02
H 5.0118 -1.3589 -1.1616  0.47
H -2.3757 1.1137 0.1541  0.07
H 3.7235 0.6162 -2.7395  0.38
H 2.7044 1.6994 -1.8990  0.02
H -3.8196 -3.0080 2.2701  0.46
H -0.2038 1.6312 -4.5507  0.44
H -3.2390 4.1741 1.9266  0.58
H -0.4451 3.2622 1.7982  -0.42
H -1.5340 -2.3126 -6.9673  0.38
H -1.0799 -0.6033 -7.1320  0.36
H -2.5752 3.5784 0.3406  0.26
H 2.6971 -0.9670 0.5162  0.11
H 4.0948 0.8182 -1.0827  0.39
H 0.1090 -1.8812 -6.6922  0.36
H 0.7062 3.7695 4.1430  0.14
H -0.7984 -0.3413 1.4411  -0.59
H -1.3004 -2.0922 -4.5683  0.18
H 4.7043 -2.5885 0.0464  0.32
H 0.9008 5.1699 2.9736  0.40
H 5.1276 -0.8344 0.5802  0.24
H -0.9859 4.7215 1.2926  0.49
H 0.2017 5.4668 4.5690  0.37
H -2.7906 2.4908 1.8195  0.31
H -2.5167 -0.4037 -0.9018  0.63

---

[3]
7 unconnected molecules or ions with the total composition C15H44N4O7 at a distorted geometry, computed with the ωB97M-V functional and the def2-TZVPD basis.

The total energy comes out at -1343.6504 a.u. The SMILES is NC(N)=O.NC(N)=O.CC(C)O.CC(C)O.CC(C)O.CCO.CCO. Its frontier orbital gap is 0.35795 hartree. For the HOMO energy, the calculation gives -0.34489 Ha. The energy above the lowest of the compared OMol25 structures with the same formula, charge and spin is 0.000 eV. Its multiplicity is 1.

Each line ends with the natural charge from an NBO analysis.
Positions of all 70 atoms, in Å:
O -2.4255 -1.6008 -1.3999  -0.75
O 1.1538 1.5299 0.1579  -0.76
O 2.5122 0.7086 -3.7816  -0.75
O -4.3758 2.2225 0.7185  -0.76
O 2.6742 3.9951 1.2228  -0.74
O -2.3474 1.1771 2.3393  -0.71
O 0.2216 -3.0742 4.0091  -0.72
N 0.6873 0.0320 -1.5579  -0.85
N -0.6731 2.7806 2.2551  -0.85
N -0.7357 0.3367 0.1770  -0.86
N -2.4843 3.0778 3.5837  -0.84
C -1.3878 -3.8035 -1.7239  -0.63
C 2.2868 -3.5893 3.0035  -0.62
C 4.2055 2.3415 1.9247  -0.64
C 3.2959 -0.0913 -4.6225  -0.06
C 0.4346 0.6909 -0.4131  0.79
C -1.8258 2.2323 2.7304  0.79
C -2.6687 -3.0028 -1.4427  0.09
C -4.9333 1.2646 -0.1894  -0.07
C 0.5404 -2.2623 1.7672  -0.65
C 4.5981 3.5715 -0.2084  -0.64
C 0.7839 -3.4431 2.7313  0.09
C 4.0595 3.6835 1.1865  0.10
C -3.1430 -3.3946 -0.0292  -0.63
C -6.0332 1.9240 -0.9715  -0.64
C 2.4787 -1.0598 -5.4851  -0.63
H 0.0830 -0.6487 -1.9783  0.40
H 3.0406 -1.4909 -6.3083  0.22
H 5.5838 3.1007 -0.2263  0.21
H 0.4856 -2.1535 4.1119  0.46
H -0.1218 2.3596 1.5153  0.43
H -4.0798 -2.8992 0.2294  0.22
H -0.3578 3.6429 2.6498  0.39
H 2.8325 -3.7619 2.0711  0.20
H 2.1909 3.2530 0.8394  0.49
H 3.4464 1.6431 1.5654  0.22
H 2.5392 1.6364 -4.0153  0.49
H -0.9184 -3.4772 -2.6554  0.20
H 4.0835 -0.6418 -4.0998  0.17
H 5.1946 1.8889 1.9910  0.20
H -3.5360 1.8930 1.0767  0.49
H -2.0537 3.8863 3.9803  0.39
H -1.2020 -0.5075 -0.1133  0.41
H -5.7416 2.9155 -1.3205  0.22
H -2.7430 -1.2128 -2.2205  0.48
H 4.6549 4.4787 -0.8134  0.21
H 1.6296 -0.5251 -5.9174  0.21
H -4.1217 0.8697 -0.8046  0.16
H -3.3732 -4.4540 0.1152  0.21
H -5.3128 0.4920 0.4865  0.16
H 1.2364 -1.4581 1.9953  0.22
H -7.0054 1.9657 -0.4739  0.21
H 2.5823 -4.3061 3.7662  0.22
H -1.6860 -4.8413 -1.8899  0.21
H -2.3779 -3.2003 0.7226  0.21
H 3.9732 2.9000 -0.8082  0.21
H -3.3848 -3.2511 -2.2266  0.17
H 1.5114 0.2539 -2.1028  0.43
H 3.9095 2.5425 2.9593  0.21
H -0.6498 -3.7969 -0.9232  0.21
H -6.3858 1.4357 -1.8883  0.21
H -1.0471 0.8051 1.0176  0.42
H 3.8768 0.5436 -5.3038  0.16
H 4.6427 4.3794 1.7916  0.17
H 2.0457 -1.7584 -4.7660  0.20
H -0.5095 -1.9751 1.7217  0.23
H 2.6262 -2.6171 3.3727  0.20
H 0.3254 -4.3665 2.3812  0.18
H 0.6603 -2.6379 0.7444  0.21
H -3.4454 2.8490 3.7697  0.41

---

- The highest frontier orbital gap belongs to which entry?
  C6H20B3O7PSi

---

- Look up the multiplicity of the second one.
  1

---

- Which of these has the lowest HOMO energy?
  C16H32AsF18N6O12S4

---

- What is the HOMO energy in the third record?
  -0.34489 Ha